1.
{"formula": "C25H26N3O2Pt", "method": "ωB97M-V with the def2-TZVPD basis set", "homo_energy_ev": -18.03, "charge": 3, "orbital_gap_ev": 6.88, "total_energy_ev": -38131.862, "symbols": ["Pt", "O", "C", "C", "C", "C", "C", "C", "N", "H", "H", "H", "H", "H", "H", "H", "C", "C", "C", "C", "N", "C", "C", "C", "C", "C", "C", "C", "H", "H", "H", "H", "H", "H", "H", "H", "O", "C", "C", "C", "C", "C", "C", "C", "C", "N", "H", "H", "H", "H", "H", "H", "H", "H", "H", "H", "H"], "positions_angstrom": [[-0.30521, -0.15495, -0.15327], [-1.20237, -0.38489, -2.07479], [-2.58591, -0.71959, -1.76248], [-2.56660, -1.78440, -0.70049], [-3.50347, -2.78946, -0.61806], [-3.29989, -3.83972, 0.27057], [-2.13779, -3.86782, 1.02650], [-1.23780, -2.82858, 0.92322], [-1.47342, -1.79094, 0.10297], [-0.81621, -1.04555, -2.67168], [-3.10161, -1.05292, -2.65984], [-3.03868, 0.21510, -1.43146], [-4.37206, -2.76206, -1.26381], [-4.02461, -4.64018, 0.34467], [-1.91983, -4.68728, 1.69759], [-0.34561, -2.79689, 1.52789], [0.50013, 0.96513, 3.87473], [1.61094, 0.18869, 4.17535], [2.07839, -0.72038, 3.23801], [1.43545, -0.84068, 2.02262], [0.35567, -0.06854, 1.74575], [-0.09976, 0.81950, 2.64522], [1.83857, -1.71867, 0.92419], [2.82295, -2.70154, 0.96918], [3.11658, -3.43658, -0.17268], [2.44503, -3.19469, -1.36405], [1.43814, -2.23210, -1.42886], [1.16631, -1.53538, -0.27449], [0.10077, 1.68259, 4.57765], [2.11023, 0.29157, 5.13018], [2.94844, -1.32736, 3.44636], [-0.96350, 1.40455, 2.37642], [3.36116, -2.89551, 1.88878], [3.88227, -4.19978, -0.13583], [2.68897, -3.76404, -2.25158], [0.92672, -2.05327, -2.36601], [1.85959, 1.11715, -0.23593], [2.15342, 2.51063, -0.54397], [1.92709, 2.76279, -2.01791], [0.54597, 2.23002, -2.41601], [-0.51401, 2.72519, -1.47037], [-0.95581, 4.03792, -1.59762], [-1.90553, 4.55257, -0.73878], [-2.43048, 3.72564, 0.25061], [-1.94982, 2.44666, 0.34755], [-0.99138, 1.94292, -0.47247], [2.56049, 0.57368, -0.62137], [3.16849, 2.74712, -0.22926], [1.47149, 3.08721, 0.07894], [2.68648, 2.24967, -2.61212], [2.03123, 3.82776, -2.23105], [0.59227, 1.14371, -2.40973], [0.28190, 2.52823, -3.43067], [-0.54816, 4.64677, -2.39443], [-2.24813, 5.57397, -0.84327], [-3.20230, 4.06757, 0.92614], [-2.36516, 1.76944, 1.08326]], "atomic_forces_ev_per_a": [[1.14, -0.16, -0.28], [0.16, 0.16, 0.23], [-0.17, 0.08, 0.15], [0.16, -0.18, -0.23], [-0.03, -0.02, 0.03], [0.01, 0.02, -0.01], [-0.05, -0.03, -0.01], [-0.11, 0.25, 0.32], [-0.10, 0.38, -0.16], [-0.02, 0.02, -0.01], [0.05, -0.02, -0.05], [-0.01, -0.01, 0.03], [0.02, -0.02, -0.01], [0.00, 0.00, 0.00], [-0.01, 0.02, 0.01], [0.03, 0.00, -0.04], [-0.03, 0.00, 0.02], [0.05, -0.06, -0.02], [-0.02, -0.01, 0.19], [0.06, -0.09, -0.13], [0.02, 0.20, -0.18], [-0.10, -0.06, 0.04], [-0.03, -0.02, -0.04], [0.14, 0.00, 0.00], [0.00, 0.01, 0.02], [0.13, -0.06, -0.04], [0.02, 0.10, 0.17], [-0.46, -0.41, -0.07], [0.00, -0.01, 0.00], [0.00, 0.00, -0.01], [-0.02, 0.00, -0.01], [0.06, 0.02, -0.03], [0.03, 0.01, -0.04], [-0.02, 0.00, 0.01], [0.02, 0.00, 0.01], [0.01, -0.10, -0.01], [-0.10, -0.14, 0.13], [-0.12, 0.12, -0.06], [0.01, -0.02, -0.02], [-0.06, -0.03, 0.04], [-0.13, -0.03, 0.08], [-0.06, 0.01, -0.07], [-0.02, 0.01, 0.01], [-0.03, 0.09, 0.00], [0.05, -0.07, -0.17], [-0.45, 0.17, 0.22], [-0.05, -0.07, -0.01], [0.04, -0.15, 0.03], [0.02, 0.02, 0.01], [0.03, 0.06, -0.01], [-0.04, 0.01, 0.05], [-0.09, -0.03, -0.07], [0.06, 0.05, 0.01], [-0.01, 0.00, 0.00], [0.01, -0.01, 0.00], [0.01, 0.00, 0.00], [-0.01, 0.00, -0.01]]}

=====

2.
{"formula": "C11H3Cl5MnN2O3S3", "method": "ωB97M-V with the def2-TZVPD basis set", "homo_energy_ev": [-1.88, -2.11], "charge": -2, "orbital_gap_ev": [5.88, 6.11], "total_energy_ev": -147020.596, "spin_multiplicity": 6, "symbols": ["Mn", "S", "C", "S", "C", "C", "N", "C", "N", "Cl", "C", "C", "C", "Cl", "C", "Cl", "C", "Cl", "C", "Cl", "C", "S", "O", "O", "O", "H", "H", "H"], "positions_angstrom": [[-0.35114, 0.40949, -0.70825], [-1.75887, -1.20809, 0.77561], [-1.51517, -0.14278, 2.11656], [-0.32655, 1.08273, 1.94656], [-2.23538, -0.31923, 3.30308], [-2.07481, 0.50843, 4.44114], [-2.00390, 1.14719, 5.40270], [-3.21213, -1.33650, 3.45350], [-4.03547, -2.13176, 3.61997], [2.01026, 2.28277, -0.88525], [2.71039, 0.69415, -0.73098], [1.80104, -0.35515, -0.59897], [2.38795, -1.61146, -0.48459], [1.34336, -2.98637, -0.32017], [3.76718, -1.82245, -0.50693], [4.42742, -3.41592, -0.39057], [4.62445, -0.73338, -0.63748], [6.33568, -0.97029, -0.67602], [4.08977, 0.54771, -0.74413], [5.14095, 1.91049, -0.89921], [-3.43945, 0.76807, -1.82227], [-1.89959, 1.33770, -2.54822], [-2.25358, 2.01429, -3.77502], [-1.06831, 0.12943, -2.74304], [-1.27812, 2.20802, -1.53148], [-3.99442, 0.24518, -2.59740], [-3.98035, 1.64351, -1.47119], [-3.21119, 0.10423, -0.98796]], "atomic_forces_ev_per_a": [[1.23, -1.03, 2.13], [-0.15, 0.12, -0.36], [0.32, 0.04, -0.09], [-0.16, 0.19, -0.28], [0.00, -0.10, -0.09], [0.08, 0.21, 0.19], [0.02, -0.03, -0.06], [-0.23, -0.14, -0.06], [0.08, 0.01, 0.02], [0.14, 0.30, -0.07], [-0.31, -0.38, 0.13], [0.18, 0.26, -0.44], [-0.11, 0.33, -0.03], [-0.10, -0.22, -0.02], [-0.10, 0.11, 0.02], [0.08, -0.12, 0.02], [-0.12, -0.01, 0.01], [0.11, 0.01, 0.01], [0.01, -0.06, 0.02], [0.09, 0.12, -0.02], [0.40, 0.10, -0.14], [-1.59, 0.57, -1.28], [0.12, -0.02, 0.07], [-0.02, 0.04, 0.26], [0.10, -0.32, 0.13], [0.00, 0.00, -0.01], [-0.01, 0.02, -0.05], [-0.05, 0.02, 0.03]]}

=====

3.
{"formula": "C4H13NO", "method": "ωB97M-V with the def2-TZVPD basis set", "homo_energy_ev": [-12.03, -12.00], "charge": 1, "orbital_gap_ev": [9.05, 2.92], "total_energy_ev": -7886.290, "spin_multiplicity": 2, "symbols": ["C", "C", "N", "H", "H", "H", "H", "H", "H", "H", "H", "C", "O", "C", "H", "H", "H", "H", "H"], "positions_angstrom": [[-1.61817, 3.07661, 0.92155], [-0.38351, 2.20009, 0.80114], [1.03984, -4.80302, 0.00816], [-1.81270, 3.54904, -0.04916], [-2.46198, 2.50530, 1.29259], [-1.33000, 3.88857, 1.58822], [-0.10658, 1.69957, 1.73300], [0.42673, 2.83434, 0.42902], [0.06000, -4.63739, 0.13399], [1.68838, -4.43770, 0.67994], [1.39870, -4.95308, -0.91525], [0.32308, 0.04871, -0.12039], [-0.56968, 1.19904, -0.16643], [0.56905, -0.40410, -1.55504], [-0.19956, -0.68881, 0.51311], [1.20613, 0.41039, 0.40129], [0.34473, -1.45404, -1.64327], [1.57538, -0.10575, -1.83335], [-0.14985, 0.07223, -2.21913]], "atomic_forces_ev_per_a": [[0.69, 0.18, -0.54], [-1.15, 0.10, 0.39], [0.22, -0.16, 0.10], [-0.27, -0.25, 0.22], [-0.14, 0.16, 0.03], [-0.29, -0.08, 0.24], [0.41, 0.13, 0.04], [0.57, -0.09, -0.09], [0.12, 0.06, -0.07], [-0.18, 0.05, -0.02], [-0.18, 0.09, -0.02], [-0.23, 0.79, -0.41], [0.29, -0.52, -0.07], [-0.58, 0.25, 0.39], [-0.05, 0.10, -0.12], [0.16, -0.27, 0.22], [0.52, -0.45, -0.05], [0.02, -0.33, -0.22], [0.06, 0.25, -0.04]]}

=====

4.
{"formula": "C3H5N3O", "method": "ωB97M-V with the def2-TZVPD basis set", "homo_energy_ev": [-21.27, -21.27], "charge": 2, "orbital_gap_ev": [7.96, 7.45], "total_energy_ev": -9679.911, "symbols": ["C", "C", "C", "N", "N", "N", "O", "H", "H", "H", "H", "H"], "positions_angstrom": [[2.30644, -1.30260, -0.35305], [-0.35652, -0.15895, 0.14460], [-1.61159, 0.61860, 0.07425], [0.82812, 0.22812, 0.65605], [1.89742, -0.44932, 0.45337], [-0.39146, -1.34919, -0.36159], [-0.50284, -2.48828, -0.40950], [2.62080, -1.98857, -1.02331], [-1.50105, 1.30294, -0.75289], [-1.99453, 1.04092, 1.06005], [-2.45281, 0.05634, -0.23987], [2.59003, -0.09720, 1.17834]], "atomic_forces_ev_per_a": [[-1.36, 1.77, 1.43], [1.11, 1.63, 1.91], [-0.71, 0.89, 0.99], [-5.35, 2.23, -0.48], [4.78, -1.08, 1.41], [-0.21, -3.84, -1.30], [-0.17, 1.51, 0.11], [1.22, -2.22, -2.21], [0.22, 0.97, 0.08], [1.23, -0.11, -1.01], [-0.72, -1.31, -0.38], [-0.04, -0.44, -0.53]]}

=====

5.
{"formula": "CH5BNO4S", "method": "ωB97M-V with the def2-TZVPD basis set", "homo_energy_ev": -3.79, "charge": -1, "orbital_gap_ev": 6.40, "total_energy_ev": -22312.400, "symbols": ["B", "C", "N", "O", "O", "O", "O", "S", "H", "H", "H", "H", "H"], "positions_angstrom": [[1.30379, 0.10120, 0.10398], [-0.09796, 0.51795, -0.53169], [-0.90091, -0.43615, -1.20658], [-2.90273, -1.56269, 0.28932], [-2.43802, 0.90818, 0.61321], [2.48400, 0.81811, -0.27093], [1.39458, -0.87636, 1.07090], [-2.64975, -0.21591, -0.44373], [-0.66779, 0.89056, 0.25327], [0.01708, 1.37309, -1.25282], [-0.87403, -1.39235, -0.70402], [3.14924, 0.60206, 0.48245], [2.18251, -0.72769, 1.59662]], "atomic_forces_ev_per_a": [[-0.15, 0.86, -1.19], [3.25, 0.59, -2.00], [-2.22, -3.26, 1.66], [0.96, 2.16, -1.65], [-0.45, -1.93, -2.04], [0.54, -1.17, 2.82], [-0.11, 0.33, 0.01], [-0.92, -0.15, 2.70], [-0.79, 1.20, 2.09], [0.34, -0.48, 0.68], [0.62, 1.58, -1.04], [-1.24, 0.71, -2.22], [0.18, -0.43, 0.19]]}

=====

6.
{"formula": "C5H10S2Se", "method": "ωB97M-V with the def2-TZVPD basis set", "homo_energy_ev": -8.06, "orbital_gap_ev": 7.89, "total_energy_ev": -92359.456, "symbols": ["C", "C", "C", "C", "C", "S", "S", "Se", "H", "H", "H", "H", "H", "H", "H", "H", "H", "H"], "positions_angstrom": [[1.56183, -1.16852, 0.63293], [0.38468, -0.48202, -1.43578], [-1.12765, 1.18446, 1.42842], [-0.57498, 0.76141, -1.40413], [1.46436, -0.38940, -0.40271], [2.47797, 1.12635, -0.54566], [-2.98067, -1.35596, -0.53769], [-2.04678, 0.85708, -0.04942], [2.21666, -0.74264, 1.35758], [0.93844, -2.07731, 0.60528], [-0.26410, -1.31055, -1.69124], [0.91596, -0.17837, -2.42296], [-1.56856, 1.61430, 2.33913], [-0.21295, 0.64259, 1.72388], [-0.04245, 1.68039, -1.07725], [-0.94485, 0.57126, -2.40650], [1.62596, 1.97356, -0.00199], [-2.33487, -1.32906, -1.63161]], "atomic_forces_ev_per_a": [[-0.18, -0.69, -0.06], [1.05, 2.87, -2.32], [1.10, -0.24, 1.05], [0.61, -1.36, 1.21], [-1.18, 1.13, -1.07], [0.40, -1.03, -0.11], [-0.75, 0.22, 1.90], [0.05, 0.19, -0.03], [0.45, -0.98, 1.08], [0.56, 0.46, 0.82], [0.59, -0.85, 0.81], [-0.67, -0.94, 1.21], [-0.60, -0.20, -0.89], [-0.45, 0.18, -0.75], [-0.52, -0.49, -1.25], [-0.98, 1.57, 0.01], [-0.43, 0.33, 0.35], [0.95, -0.17, -1.96]]}